(1)
Formula: C39H41IrN2O8P4
Source: the Open Molecules 2025 dataset
Level of theory: the ωB97M-V functional and the def2-TZVPD basis

Each line ends with the Mulliken spin population.
Geometry (Å):
Ir: 0.823 0.510 -0.782  0.69
C: 5.650 0.662 -0.339  0.00
C: 4.161 0.635 -0.634  0.02
O: 3.367 0.953 0.492  0.00
P: 3.649 1.891 -1.855  -0.01
O: 4.433 1.657 -3.191  0.00
O: 4.218 3.257 -1.297  0.00
O: 2.160 1.919 -2.040  0.01
P: 3.614 -0.976 -1.435  0.02
O: 4.558 -2.074 -0.736  0.01
O: 3.905 -0.897 -2.900  0.00
O: 2.191 -1.281 -1.003  0.06
H: 5.941 1.638 0.047  0.00
H: 6.207 0.464 -1.256  0.00
H: 5.898 -0.109 0.391  0.00
H: 3.582 0.339 1.209  0.00
H: 4.341 0.701 -3.446  0.00
H: 3.788 4.029 -1.692  0.00
H: 5.067 -2.549 -1.410  0.00
C: -2.576 0.222 0.742  -0.02
N: -2.179 -0.237 2.043  -0.01
C: -0.908 -0.853 2.207  -0.01
P: 0.533 0.217 1.601  0.00
C: 0.280 1.851 2.311  -0.02
C: 0.014 2.064 3.667  -0.01
C: -0.082 3.354 4.159  0.00
C: 0.085 4.441 3.314  0.00
C: 0.320 4.241 1.959  0.03
C: 0.403 2.955 1.459  0.00
C: 1.856 -0.626 2.503  0.00
C: 2.659 0.011 3.452  0.00
C: 3.737 -0.663 4.006  0.00
C: 4.037 -1.957 3.600  0.00
C: 3.273 -2.573 2.617  0.00
C: 2.188 -1.915 2.066  -0.01
C: -2.945 0.140 3.156  0.00
C: -3.643 1.350 3.189  0.00
C: -4.402 1.692 4.296  0.00
C: -4.499 0.835 5.381  0.00
C: -3.818 -0.374 5.353  0.00
C: -3.044 -0.718 4.260  0.00
P: -1.627 -0.288 -0.796  0.15
C: -2.991 0.187 -1.908  -0.06
C: -3.955 -0.737 -2.298  0.00
C: -4.966 -0.352 -3.169  0.00
C: -5.014 0.944 -3.659  0.00
C: -4.058 1.870 -3.261  0.01
C: -3.052 1.495 -2.386  0.02
C: -1.596 -2.103 -0.796  0.02
C: -0.705 -2.750 -1.651  -0.02
C: -0.652 -4.133 -1.690  0.00
C: -1.475 -4.885 -0.863  0.00
C: -2.358 -4.246 -0.003  0.00
C: -2.426 -2.862 0.030  -0.01
H: -2.485 1.319 0.661  0.03
H: -3.635 -0.008 0.582  0.00
H: -0.809 -1.786 1.645  0.00
H: -0.714 -1.043 3.260  0.00
H: -0.114 1.218 4.332  0.00
H: -0.286 3.516 5.209  0.00
H: 0.032 5.445 3.712  0.00
H: 0.439 5.092 1.302  0.00
H: 0.579 2.783 0.400  0.04
H: 2.442 1.028 3.751  0.00
H: 4.344 -0.179 4.759  0.00
H: 4.882 -2.475 4.033  0.00
H: 3.526 -3.569 2.280  0.00
H: 1.609 -2.374 1.273  -0.01
H: -3.558 2.045 2.364  0.00
H: -4.913 2.646 4.312  0.00
H: -5.110 1.099 6.233  0.00
H: -3.902 -1.061 6.185  0.00
H: -2.551 -1.681 4.232  0.00
H: -3.921 -1.754 -1.932  0.00
H: -5.720 -1.070 -3.464  0.00
H: -5.791 1.232 -4.354  0.00
H: -4.097 2.884 -3.638  0.00
H: -2.287 2.203 -2.093  0.03
H: -0.039 -2.163 -2.269  0.01
H: 0.036 -4.625 -2.364  0.00
H: -1.430 -5.965 -0.886  0.00
H: -3.000 -4.828 0.645  0.00
H: -3.127 -2.377 0.699  0.00
O: -0.352 0.270 -2.831  0.03
N: 0.083 0.084 -4.084  -0.01
C: 1.330 -0.361 -4.315  -0.01
C: 1.762 -0.596 -5.597  0.00
C: 0.905 -0.388 -6.670  0.00
C: -0.389 0.039 -6.397  0.00
C: -0.782 0.269 -5.102  0.00
H: 1.951 -0.511 -3.443  0.01
H: 2.770 -0.957 -5.744  0.00
H: 1.231 -0.555 -7.686  0.00
H: -1.104 0.190 -7.193  0.00
H: -1.770 0.600 -4.820  0.00

Calculated values
**E**: -3691.90182 hartree
**Kohn-Sham gap (alpha / beta)**: 7.12 / 7.28 eV
**Maximum force**: 5.444 eV/Å
**HOMO energy (alpha / beta)**: -0.366 / -0.366 hartree
**2S+1**: 2
**Total charge**: +1
**Relative energy (zero: lowest compared OMol25 entry of this formula, charge and spin)**: 29.3 kcal/mol

(2)
Formula: C39H41N2O3P
Source: the Open Molecules 2025 dataset
Level of theory: the ωB97M-V functional and the def2-TZVPD basis

Each line ends with the Löwdin charge.
Geometry (Å):
H: -0.306 -1.640 -1.925  0.04
N: -0.551 -2.127 -2.791  0.17
C: -1.810 -2.099 -2.972  -0.41
C: -2.392 -2.724 -4.207  -0.04
C: -2.822 -1.436 -2.056  -0.08
C: -2.462 -1.416 -0.603  -0.13
C: -1.919 -2.445 0.056  0.06
C: -1.528 -2.384 1.481  -0.35
O: -1.082 -3.384 2.013  0.08
C: -1.666 -1.079 2.186  -0.24
P: -1.113 -0.661 3.930  0.84
N: -0.349 -2.064 4.504  -0.17
O: 0.276 0.101 3.513  -0.30
C: -2.265 -0.068 1.538  -0.03
C: -2.723 -0.151 0.141  -0.32
O: -3.270 0.798 -0.389  0.11
H: -3.173 -3.442 -3.962  0.08
H: -2.823 -1.944 -4.839  0.09
H: -1.595 -3.210 -4.766  0.08
H: -3.778 -1.952 -2.180  0.13
H: -2.986 -0.411 -2.391  0.13
H: -1.717 -3.380 -0.456  0.13
H: 0.345 -2.402 3.842  0.02
H: -1.051 -2.794 4.593  0.04
H: 0.175 1.053 3.634  0.05
H: -2.421 0.888 2.030  0.11
C: 1.638 -5.302 3.707  -0.12
C: 1.644 -6.672 3.935  -0.09
C: 2.637 -7.241 4.719  -0.10
C: 3.626 -6.442 5.273  -0.10
C: 3.621 -5.074 5.045  -0.09
C: 2.626 -4.506 4.261  -0.09
H: 0.855 -4.861 3.102  0.07
H: 0.875 -7.297 3.498  0.10
H: 2.642 -8.309 4.896  0.10
H: 4.400 -6.886 5.886  0.10
H: 4.391 -4.449 5.479  0.10
H: 2.624 -3.437 4.084  0.10
C: -2.990 5.235 0.198  -0.09
C: -2.482 3.946 0.289  -0.07
C: -1.208 3.747 0.806  -0.09
C: -0.449 4.827 1.238  -0.10
C: -0.963 6.114 1.150  -0.09
C: -2.232 6.316 0.626  -0.11
H: -3.978 5.396 -0.215  0.10
H: -3.064 3.101 -0.052  0.08
H: -0.797 2.745 0.857  0.07
H: 0.545 4.669 1.636  0.09
H: -0.371 6.958 1.478  0.10
H: -2.628 7.321 0.545  0.10
C: -1.343 7.715 -5.229  -0.10
C: -2.600 8.300 -5.296  -0.10
C: -3.433 8.283 -4.186  -0.10
C: -3.008 7.682 -3.009  -0.10
C: -1.751 7.098 -2.941  -0.09
C: -0.919 7.115 -4.052  -0.09
H: -0.694 7.729 -6.095  0.10
H: -2.932 8.768 -6.214  0.10
H: -4.414 8.739 -4.238  0.10
H: -3.658 7.669 -2.143  0.09
H: -1.424 6.626 -2.024  0.09
H: 0.060 6.657 -3.999  0.10
C: 3.540 -4.369 -1.603  -0.09
C: 2.261 -3.843 -1.726  -0.10
C: 1.334 -4.054 -0.716  -0.10
C: 1.679 -4.783 0.413  -0.08
C: 2.961 -5.302 0.539  -0.08
C: 3.891 -5.095 -0.471  -0.09
H: 4.267 -4.209 -2.389  0.10
H: 1.979 -3.279 -2.605  0.09
H: 0.335 -3.650 -0.813  0.06
H: 0.949 -4.943 1.196  0.07
H: 3.230 -5.870 1.421  0.10
H: 4.890 -5.501 -0.377  0.10
C: 1.716 2.007 0.288  -0.09
C: 2.810 2.410 -0.464  -0.08
C: 3.497 1.485 -1.238  -0.09
C: 3.091 0.158 -1.258  -0.08
C: 1.997 -0.246 -0.504  -0.08
C: 1.311 0.679 0.269  -0.08
H: 1.177 2.731 0.887  0.06
H: 3.126 3.446 -0.449  0.10
H: 4.350 1.799 -1.826  0.10
H: 3.624 -0.565 -1.861  0.10
H: 1.686 -1.281 -0.518  0.08
H: 0.461 0.368 0.863  0.07

Calculated values
**E**: -2187.28917 hartree
**SMILES string**: [H]/N=C(/C)CC1=CC(=O)C(P(N)O)=CC1=O.c1ccccc1.c1ccccc1.c1ccccc1.c1ccccc1.c1ccccc1
**Kohn-Sham gap**: 7.21 eV
**Maximum force**: 0.592 eV/Å
**HOMO energy**: -0.336 hartree
**2S+1**: 1

(3)
Formula: C39H42BCsN10O2SSi
Source: the Open Molecules 2025 dataset
Level of theory: the ωB97M-V functional and the def2-TZVPD basis

Each line ends with the Mulliken spin population.
Geometry (Å):
Cs: -0.569 1.053 0.251  0.03
C: -2.764 -2.593 0.759  0.00
C: -1.972 -2.388 2.008  0.00
C: -2.099 -3.059 3.240  0.00
C: -1.172 -2.455 4.055  0.00
N: -0.545 -1.500 3.339  0.00
N: -1.030 -1.459 2.078  0.00
B: 0.443 -0.442 3.868  0.00
N: 1.623 -0.275 2.888  0.00
C: 2.509 -1.207 2.490  0.00
C: 3.423 -0.599 1.659  -0.02
C: 3.000 0.744 1.598  -0.01
C: 3.613 1.885 0.847  0.06
N: 1.916 0.928 2.337  0.00
N: -0.236 0.924 4.063  0.00
C: 0.238 1.969 4.771  0.00
C: -0.533 3.070 4.481  0.00
C: -1.467 2.599 3.539  0.00
C: -2.531 3.353 2.805  0.00
N: -1.277 1.312 3.293  0.00
N: 0.927 -0.924 5.259  0.00
C: 0.344 -0.698 6.455  0.00
C: 0.963 -1.502 7.386  0.00
C: 1.928 -2.212 6.647  0.00
C: 2.905 -3.237 7.131  0.00
N: 1.891 -1.863 5.370  0.00
H: -2.562 -3.566 0.304  0.00
H: -2.528 -1.824 0.026  0.00
H: -3.834 -2.546 0.967  0.00
H: -2.770 -3.863 3.493  0.00
H: -0.915 -2.639 5.085  0.00
H: 2.437 -2.219 2.848  0.00
H: 4.273 -1.052 1.176  0.00
H: 4.292 1.527 0.074  -0.02
H: 4.176 2.538 1.517  0.00
H: 2.845 2.495 0.368  0.00
H: 1.093 1.856 5.416  0.00
H: -0.431 4.065 4.880  0.00
H: -2.907 4.187 3.399  0.00
H: -3.367 2.695 2.569  0.00
H: -2.153 3.766 1.866  0.00
H: -0.465 0.005 6.554  0.00
H: 0.758 -1.564 8.442  0.00
H: 2.861 -3.329 8.216  0.00
H: 3.923 -2.965 6.851  0.00
H: 2.693 -4.216 6.699  0.00
O: -2.877 3.775 -3.143  0.00
S: -1.675 3.124 -2.665  -0.01
O: -1.160 3.584 -1.387  0.00
N: -1.724 1.553 -2.605  0.00
C: -2.325 0.779 -3.566  0.01
C: -3.095 1.223 -4.634  0.00
C: -3.628 0.345 -5.592  0.00
C: -3.426 -1.002 -5.522  0.00
C: -2.675 -1.518 -4.442  0.00
C: -2.435 -2.904 -4.306  0.00
C: -1.710 -3.369 -3.252  0.00
C: -1.227 -2.433 -2.318  0.00
N: -1.423 -1.143 -2.403  0.00
C: -2.134 -0.654 -3.456  0.00
C: -0.387 3.526 -3.840  -0.02
C: 0.912 3.697 -3.376  0.12
C: 1.937 3.971 -4.269  0.00
C: 1.666 4.064 -5.629  -0.01
C: 0.366 3.902 -6.088  0.01
C: -0.665 3.643 -5.195  0.00
H: -3.319 2.275 -4.710  0.00
H: -4.216 0.762 -6.403  0.00
H: -3.830 -1.681 -6.263  0.00
H: -2.838 -3.578 -5.054  0.00
H: -1.506 -4.424 -3.118  0.00
H: -0.656 -2.782 -1.461  0.00
H: 1.102 3.634 -2.313  -0.05
H: 2.946 4.107 -3.902  0.00
H: 2.466 4.275 -6.328  0.00
H: 0.150 3.989 -7.146  0.00
H: -1.684 3.552 -5.542  0.00
C: 1.992 -1.038 -1.702  0.19
Si: 2.275 0.413 -2.852  0.48
C: 1.272 0.292 -4.427  0.22
C: 4.098 0.615 -3.216  0.02
C: 4.550 1.294 -4.355  0.05
C: 5.902 1.491 -4.589  -0.04
C: 6.843 1.014 -3.686  0.06
C: 6.420 0.334 -2.552  -0.03
C: 5.066 0.139 -2.322  0.06
H: 2.338 -1.965 -2.172  0.02
H: 0.923 -1.134 -1.518  -0.07
H: 2.497 -0.928 -0.743  -0.04
H: 1.441 -0.674 -4.915  0.02
H: 1.519 1.089 -5.130  0.00
H: 0.211 0.378 -4.191  -0.06
H: 3.829 1.674 -5.071  0.02
H: 6.225 2.018 -5.479  0.00
H: 7.900 1.169 -3.866  0.01
H: 7.147 -0.046 -1.844  0.00
H: 4.754 -0.396 -1.432  0.02

Calculated values
**E**: -2942.30286 hartree
**Kohn-Sham gap (alpha / beta)**: 6.64 / 6.68 eV
**Maximum force**: 0.129 eV/Å
**HOMO energy (alpha / beta)**: -0.166 / -0.185 hartree
**2S+1**: 2
**Total charge**: -1
**Relative energy (zero: lowest compared OMol25 entry of this formula, charge and spin)**: 2.6 kcal/mol